A 4-piece molecular cluster, C19H49N5O7 overall, computed with ωB97M-V with the def2-TZVPD basis set.

frontier orbital gap: 8.94 eV
energy relative to the best compared isomer or geometry (same formula, charge and spin): 0.0 kcal/mol
E: -1553.68188 a.u.
total charge: 0
HOMO energy: -8.206 eV
2S+1: 1
structure (SMILES): COCCNCCOC.COCCNCCOC.COCCNCCOC.NC(N)=O

Geometry (Å):
C  -0.30996  -19.42060  3.14407
O  -0.81827  -18.19850  3.63577
C  -1.69949  -17.56945  2.74399
C  -2.17802  -16.30647  3.38732
N  -1.10713  -15.32569  3.42942
C  -1.35953  -14.27462  4.36243
C  -0.23706  -13.29199  4.42177
O  0.90475  -13.90416  5.04482
C  1.92509  -12.92596  5.25222
H  -1.05391  -20.22940  3.22711
H  0.54824  -19.70248  3.75384
H  0.00006  -19.38108  2.09319
H  -2.51165  -18.23195  2.42635
H  -1.16053  -17.28057  1.82450
H  -2.57466  -16.55354  4.39325
H  -3.06317  -15.92122  2.86374
H  -0.25121  -15.81507  3.67847
H  -1.64279  -14.58916  5.38583
H  -2.25477  -13.72191  4.03809
H  -0.55761  -12.43208  5.01421
H  0.06653  -13.04097  3.40264
H  2.34073  -12.59771  4.29085
H  2.75926  -13.43146  5.74520
H  1.59921  -12.09070  5.87117
C  5.59223  -18.91881  6.72323
O  5.32647  -17.80728  7.55868
C  6.49175  -17.32005  8.22387
C  6.04620  -16.09260  8.94773
N  5.81460  -15.00261  8.00376
C  5.49349  -13.73688  8.65226
C  4.15184  -13.69369  9.35995
O  3.13325  -13.75950  8.38991
C  1.92481  -13.22640  8.84216
H  4.64795  -19.41604  6.51105
H  6.29791  -19.60455  7.19673
H  5.97537  -18.57929  5.75086
H  7.27378  -17.12637  7.47826
H  6.86516  -18.09837  8.90317
H  6.71395  -15.83495  9.76957
H  5.12159  -16.44917  9.43935
H  4.96412  -15.22667  7.49187
H  5.45477  -12.95662  7.87792
H  6.25914  -13.36474  9.33920
H  4.06218  -12.79353  9.98016
H  4.05596  -14.55679  10.03795
H  1.18330  -13.29988  8.04623
H  2.05503  -12.18417  9.14902
H  1.51219  -13.81177  9.67788
C  3.10805  -22.09726  5.68119
O  3.99738  -22.16232  4.59607
C  3.85993  -21.04326  3.77132
C  4.91906  -21.01427  2.66203
N  4.66640  -21.90748  1.50281
C  4.91098  -23.33302  1.74751
C  6.32760  -23.70198  2.14199
O  7.24517  -23.16911  1.26638
C  8.56971  -23.51711  1.61999
H  3.34579  -21.28922  6.37487
H  3.06614  -23.07667  6.15471
H  2.07423  -21.91447  5.32923
H  3.92714  -20.09219  4.32330
H  2.85175  -21.02136  3.31580
H  5.85765  -21.35167  3.09970
H  4.92712  -20.00735  2.24905
H  3.68648  -21.84242  1.24170
H  4.62849  -23.96620  0.89944
H  4.28490  -23.74142  2.56554
H  6.38122  -24.80474  2.12704
H  6.54173  -23.41318  3.18280
H  8.79879  -23.23133  2.65831
H  9.24925  -22.94859  0.98580
H  8.75068  -24.59100  1.47900
C  2.10004  -17.39923  5.77340
O  2.35652  -18.60455  5.66827
N  0.96740  -16.83853  5.21587
N  2.93015  -16.51784  6.44158
H  0.78233  -15.84058  5.25005
H  0.29281  -17.49909  4.87270
H  3.74026  -16.87976  6.92908
H  2.51691  -15.63770  6.69313